A molecular structure, C22H36BF2N4O6PPbS, computed with ωB97M-V/def2-TZVPD.

Positions of all 74 atoms, in Å:
Pb  1.303  0.356  0.264
N  -3.200  -2.034  3.710
C  -2.419  -1.193  2.858
S  -1.295  -0.194  -0.463
N  -1.785  -0.261  3.503
N  -1.024  0.754  2.940
C  -1.595  1.634  2.230
C  -0.969  2.974  1.913
C  -1.433  3.973  2.774
C  -1.016  5.298  2.732
C  -0.089  5.652  1.758
C  0.366  4.703  0.864
C  -0.044  3.335  0.871
O  0.419  2.571  -0.085
H  -3.177  -2.981  3.358
H  -2.876  -1.971  4.663
H  -2.662  1.542  2.001
H  -2.154  3.679  3.531
H  -1.400  6.024  3.439
H  0.287  6.670  1.701
H  1.075  4.991  0.097
O  3.331  2.251  -0.465
C  3.344  2.688  -1.589
C  3.596  4.166  -1.847
C  2.843  4.691  -3.083
C  1.389  4.180  -3.223
C  1.233  2.851  -3.980
C  1.741  1.652  -3.181
N  3.134  1.906  -2.739
H  4.673  4.342  -1.940
H  3.261  4.686  -0.948
H  3.397  4.450  -3.998
H  2.831  5.784  -3.023
H  0.810  4.945  -3.745
H  0.945  4.049  -2.232
H  1.773  2.912  -4.937
H  0.176  2.692  -4.212
H  1.715  0.730  -3.760
H  1.114  1.508  -2.312
H  3.636  2.319  -3.513
F  2.655  -2.117  -1.458
B  1.404  -1.441  -1.434
F  0.943  -1.366  -2.767
C  -3.874  -2.740  -1.026
C  -2.582  -3.541  -1.189
C  -1.910  -3.254  -2.531
C  -2.886  -5.031  -1.091
O  -1.725  -3.303  -0.057
P  -0.804  -2.019  0.274
O  -2.489  -1.540  1.618
O  0.464  -2.333  -0.629
O  -0.223  -2.406  1.709
C  0.888  -3.112  2.290
C  2.096  -3.353  1.396
C  0.314  -4.451  2.750
C  1.286  -2.258  3.490
H  -4.542  -2.939  -1.870
H  -3.646  -1.675  -0.984
H  -4.368  -3.012  -0.090
H  -2.556  -3.620  -3.337
H  -0.940  -3.752  -2.588
H  -1.732  -2.187  -2.666
H  -3.601  -5.316  -1.869
H  -3.311  -5.263  -0.111
H  -1.967  -5.609  -1.222
H  1.841  -3.945  0.520
H  2.847  -3.886  1.989
H  2.530  -2.421  1.036
H  -0.024  -5.026  1.883
H  -0.543  -4.278  3.408
H  1.075  -5.022  3.290
H  1.775  -1.342  3.146
H  1.960  -2.810  4.153
H  0.387  -1.955  4.033

Computed properties:
**ΔE to the lowest compared entry with this formula, charge and spin**: 95.6 kcal/mol
**Highest occupied orbital energy**: 0.2 eV
**Total charge**: -2
**Frontier orbital gap**: 0.157 Eh
**Multiplicity**: 1
**Molecular weight**: 771.60 g mol⁻¹


A gas-phase ion, C22H36BrClF5N3O4P (charge +1) at a distorted geometry, computed with ωB97M-V/def2-TZVPD.

Positions of all 73 atoms, in Å:
H  -1.934  -3.360  4.562
N  -1.419  -2.516  4.872
C  -1.305  -1.651  3.890
C  -0.496  -0.313  4.179
C  -1.963  -2.057  2.460
C  -1.278  -1.365  1.206
N  -1.679  -0.310  0.476
C  -2.971  0.407  0.733
C  -2.829  1.920  1.234
C  -4.231  2.655  0.814
Br  -2.769  2.085  3.243
C  -0.716  0.077  -0.647
C  0.266  1.201  -0.042
C  0.456  2.517  -0.935
C  1.704  3.357  -0.304
C  2.030  4.669  -1.143
F  2.607  5.616  -0.233
F  0.871  5.318  -1.666
C  3.140  4.388  -2.260
F  3.680  5.654  -2.627
F  4.243  3.670  -1.722
F  2.640  3.696  -3.394
P  -1.664  0.680  -2.217
O  -2.955  -0.432  -2.545
O  -2.505  2.142  -1.881
C  0.067  -1.343  -0.780
C  -0.687  -2.399  -1.773
C  1.506  -1.270  -1.554
C  1.425  -0.596  -3.005
C  2.953  -0.547  -3.569
Cl  3.436  -2.083  -4.443
C  0.127  -2.033  0.702
C  1.358  -1.486  1.595
N  1.616  -2.274  2.832
C  0.135  -3.655  0.739
C  1.446  -4.287  0.081
O  1.300  -5.147  -0.831
O  2.775  -3.999  0.471
H  -1.178  0.339  4.845
H  0.469  -0.450  4.762
H  -0.369  0.297  3.211
H  -3.085  -1.824  2.577
H  -1.918  -3.209  2.437
H  -3.649  0.444  -0.201
H  -3.622  -0.122  1.525
H  -2.017  2.528  0.723
H  -3.992  3.336  -0.086
H  -4.509  3.367  1.668
H  -5.056  1.906  0.570
H  -0.107  1.563  0.990
H  1.334  0.815  0.169
H  0.630  2.336  -2.044
H  -0.464  3.184  -0.733
H  1.361  3.618  0.767
H  2.570  2.628  -0.197
H  -3.461  -0.116  -3.331
H  -2.290  2.749  -2.628
H  -0.036  -3.327  -1.977
H  -1.646  -2.795  -1.267
H  -0.936  -1.959  -2.788
H  1.942  -2.326  -1.722
H  2.297  -0.700  -0.964
H  0.855  -1.250  -3.750
H  1.055  0.478  -3.022
H  3.010  0.393  -4.228
H  3.639  -0.340  -2.670
H  2.355  -1.467  1.011
H  1.210  -0.393  1.937
H  1.826  -1.668  3.643
H  2.509  -2.788  2.686
H  0.123  -4.050  1.826
H  -0.830  -4.101  0.295
H  3.322  -3.910  -0.347

Computed properties:
**Highest occupied orbital energy**: -12.3 eV
**Total charge**: +1
**Frontier orbital gap**: 0.304 Eh
**SMILES**: [H]/N=C(/C)CC1=[N+](C[C@@H](C)Br)[C@](CCCC(F)(F)C(F)(F)F)(P(O)O)[C@@](C)(CCCCl)[C@]1(CN)CC(=O)O
**Multiplicity**: 1
**Molecular weight**: 647.87 g mol⁻¹


4 unconnected molecules or ions with the total composition C22H36BrF2N3O15P at a distorted geometry, computed with ωB97M-V/def2-TZVPD.

Positions of all 80 atoms, in Å:
C  1.963  -0.695  -0.583
C  0.420  -0.512  -1.108
N  -0.633  -0.834  -0.047
C  -1.701  -1.715  -0.688
C  -3.213  -1.219  -1.082
N  -4.279  -2.100  -1.761
C  -5.601  -1.431  -2.063
O  -6.792  -2.173  -1.621
O  -7.435  -1.552  -0.670
C  -3.885  -3.521  -2.100
P  -5.140  -4.699  -3.004
O  -6.001  -3.773  -4.243
Br  -6.634  -5.537  -1.458
C  -2.407  -4.207  -1.768
N  -2.153  -5.660  -2.133
C  -1.035  -5.820  -3.140
O  -0.491  -7.057  -3.315
F  -0.629  -4.620  -3.923
C  -1.864  -6.355  -0.820
O  -2.933  -6.539  0.005
F  -0.541  -6.800  -0.327
C  -1.229  -3.283  -1.026
O  0.121  -3.795  -0.722
H  2.527  -1.371  -1.355
H  2.516  0.352  -0.491
H  2.047  -1.228  0.478
H  0.272  -1.113  -2.102
H  0.302  0.637  -1.399
H  -1.031  0.116  0.203
H  -3.507  -0.096  -0.816
H  -5.598  -1.135  -3.202
H  -5.619  -0.397  -1.468
H  -7.951  -0.762  -1.021
H  -5.361  -3.027  -4.503
H  0.286  -3.855  0.266
C  0.843  -2.214  -5.220
C  1.000  -3.088  -6.452
O  0.929  -2.309  -7.653
C  2.029  -1.571  -7.943
O  3.057  -1.521  -7.280
O  1.785  -0.874  -9.078
C  2.827  0.030  -9.434
H  -0.079  -1.627  -5.280
H  0.819  -2.824  -4.313
H  1.667  -1.500  -5.128
H  0.174  -3.806  -6.492
H  1.930  -3.668  -6.424
H  3.792  -0.481  -9.502
H  2.872  0.849  -8.709
H  2.591  0.451  -10.416
C  5.304  5.259  1.034
C  4.299  4.339  0.363
O  3.850  3.318  1.263
C  2.966  3.715  2.211
O  2.527  4.849  2.356
O  2.674  2.648  2.992
C  1.836  2.959  4.102
H  6.134  4.682  1.455
H  5.701  5.986  0.319
H  4.850  5.810  1.863
H  4.783  3.829  -0.477
H  3.448  4.895  -0.045
H  0.916  3.457  3.779
H  2.382  3.581  4.818
H  1.564  2.021  4.595
C  -0.657  3.301  10.848
C  -0.500  2.427  9.616
O  -0.571  3.207  8.416
C  0.529  3.945  8.126
O  1.557  3.995  8.789
O  0.285  4.641  6.990
C  1.327  5.546  6.634
H  -1.579  3.889  10.789
H  -0.681  2.691  11.756
H  0.167  4.015  10.940
H  -1.326  1.710  9.577
H  0.430  1.848  9.645
H  2.292  5.035  6.566
H  1.372  6.364  7.360
H  1.091  5.967  5.653

Computed properties:
**Highest occupied orbital energy**: -12.2 eV
**Total charge**: +1
**Frontier orbital gap**: 0.236 Eh
**Multiplicity**: 1
**Molecular weight**: 731.41 g mol⁻¹


A molecular structure, C22H36ClF5NO5PSeV at a distorted geometry, computed with ωB97M-V/def2-TZVPD.

Positions of all 73 atoms, in Å:
V  0.966  0.078  0.957
C  -2.825  -0.006  -3.307
C  -2.250  0.100  -1.886
C  -3.316  -0.367  -0.879
C  -1.914  1.565  -1.542
P  -0.733  -0.967  -1.684
N  0.053  -0.376  -0.337
C  0.540  -0.703  -3.027
C  0.574  0.793  -3.387
C  1.951  -1.048  -2.522
C  0.190  -1.532  -4.271
C  -1.110  -2.756  -1.352
C  -1.717  -2.924  0.056
C  -2.052  -3.347  -2.410
C  0.218  -3.534  -1.345
H  -3.772  0.538  -3.328
H  -3.034  -1.035  -3.599
H  -2.180  0.440  -4.059
H  -4.142  0.344  -0.929
H  -2.949  -0.373  0.147
H  -3.718  -1.346  -1.123
H  -2.859  2.084  -1.373
H  -1.398  2.078  -2.347
H  -1.321  1.656  -0.632
H  0.724  1.416  -2.505
H  -0.313  1.126  -3.917
H  1.427  0.947  -4.051
H  2.261  -0.387  -1.714
H  2.637  -0.884  -3.356
H  2.071  -2.073  -2.194
H  -0.836  -1.377  -4.604
H  0.347  -2.598  -4.119
H  0.847  -1.218  -5.085
H  -2.766  -2.657  0.106
H  -1.178  -2.362  0.818
H  -1.635  -3.981  0.316
H  -3.023  -2.856  -2.427
H  -2.224  -4.395  -2.155
H  -1.632  -3.319  -3.414
H  0.929  -3.127  -0.626
H  0.683  -3.589  -2.325
H  -0.008  -4.556  -1.036
F  0.686  0.255  8.046
C  0.309  0.235  6.776
C  0.615  -0.856  5.982
F  1.283  -1.884  6.494
C  0.217  -0.868  4.659
F  0.498  -1.958  3.939
C  -0.445  0.210  4.090
Se  -1.029  0.222  2.275
C  -0.747  1.287  4.912
F  -1.391  2.350  4.426
C  -0.389  1.305  6.245
F  -0.700  2.343  7.015
O  2.315  0.071  2.748
Cl  2.998  -0.915  1.885
O  3.563  -0.192  0.768
O  3.861  -1.791  2.554
O  1.798  -1.656  1.266
C  3.157  3.120  1.214
C  1.688  3.113  0.861
C  0.854  3.758  1.946
C  1.440  3.752  -0.489
O  1.231  1.706  0.776
H  3.517  4.148  1.216
H  3.736  2.550  0.486
H  3.323  2.688  2.201
H  1.105  4.816  2.007
H  1.051  3.294  2.913
H  -0.211  3.662  1.731
H  1.793  4.783  -0.465
H  0.376  3.755  -0.732
H  1.984  3.223  -1.274

Computed properties:
**Highest occupied orbital energy**: -11.6 eV
**Total charge**: +1
**Frontier orbital gap**: 0.266 Eh
**Multiplicity**: 1
**Molecular weight**: 685.85 g mol⁻¹


Q: Which value of total charge does entry 3 give?
A: +1


Q: highest occupied orbital energy of number 1 (C22H36BF2N4O6PPbS)?
A: 0.2 eV


Q: Among the records above, which one has the highest molecular weight?
A: C22H36BF2N4O6PPbS


What did the third record say?
4 unconnected molecules or ions with the total composition C22H36BrF2N3O15P at a distorted geometry, computed with ωB97M-V/def2-TZVPD.

Positions of all 80 atoms, in Å:
C  1.963  -0.695  -0.583
C  0.420  -0.512  -1.108
N  -0.633  -0.834  -0.047
C  -1.701  -1.715  -0.688
C  -3.213  -1.219  -1.082
N  -4.279  -2.100  -1.761
C  -5.601  -1.431  -2.063
O  -6.792  -2.173  -1.621
O  -7.435  -1.552  -0.670
C  -3.885  -3.521  -2.100
P  -5.140  -4.699  -3.004
O  -6.001  -3.773  -4.243
Br  -6.634  -5.537  -1.458
C  -2.407  -4.207  -1.768
N  -2.153  -5.660  -2.133
C  -1.035  -5.820  -3.140
O  -0.491  -7.057  -3.315
F  -0.629  -4.620  -3.923
C  -1.864  -6.355  -0.820
O  -2.933  -6.539  0.005
F  -0.541  -6.800  -0.327
C  -1.229  -3.283  -1.026
O  0.121  -3.795  -0.722
H  2.527  -1.371  -1.355
H  2.516  0.352  -0.491
H  2.047  -1.228  0.478
H  0.272  -1.113  -2.102
H  0.302  0.637  -1.399
H  -1.031  0.116  0.203
H  -3.507  -0.096  -0.816
H  -5.598  -1.135  -3.202
H  -5.619  -0.397  -1.468
H  -7.951  -0.762  -1.021
H  -5.361  -3.027  -4.503
H  0.286  -3.855  0.266
C  0.843  -2.214  -5.220
C  1.000  -3.088  -6.452
O  0.929  -2.309  -7.653
C  2.029  -1.571  -7.943
O  3.057  -1.521  -7.280
O  1.785  -0.874  -9.078
C  2.827  0.030  -9.434
H  -0.079  -1.627  -5.280
H  0.819  -2.824  -4.313
H  1.667  -1.500  -5.128
H  0.174  -3.806  -6.492
H  1.930  -3.668  -6.424
H  3.792  -0.481  -9.502
H  2.872  0.849  -8.709
H  2.591  0.451  -10.416
C  5.304  5.259  1.034
C  4.299  4.339  0.363
O  3.850  3.318  1.263
C  2.966  3.715  2.211
O  2.527  4.849  2.356
O  2.674  2.648  2.992
C  1.836  2.959  4.102
H  6.134  4.682  1.455
H  5.701  5.986  0.319
H  4.850  5.810  1.863
H  4.783  3.829  -0.477
H  3.448  4.895  -0.045
H  0.916  3.457  3.779
H  2.382  3.581  4.818
H  1.564  2.021  4.595
C  -0.657  3.301  10.848
C  -0.500  2.427  9.616
O  -0.571  3.207  8.416
C  0.529  3.945  8.126
O  1.557  3.995  8.789
O  0.285  4.641  6.990
C  1.327  5.546  6.634
H  -1.579  3.889  10.789
H  -0.681  2.691  11.756
H  0.167  4.015  10.940
H  -1.326  1.710  9.577
H  0.430  1.848  9.645
H  2.292  5.035  6.566
H  1.372  6.364  7.360
H  1.091  5.967  5.653

Computed properties:
**Highest occupied orbital energy**: -12.2 eV
**Total charge**: +1
**Frontier orbital gap**: 0.236 Eh
**Multiplicity**: 1
**Molecular weight**: 731.41 g mol⁻¹